{"formula": "C4H3I", "method": "ωB97M-V/def2-TZVPD", "species": ["C", "C", "C", "C", "I", "H", "H", "H"], "xyz": [[0.94340, 0.56833, -0.52628], [-0.17104, 1.41063, 0.03487], [0.54513, -0.70264, -0.17642], [-0.53236, -0.01925, 0.66901], [-2.63791, -0.33962, -0.00752], [1.82348, 0.77726, -1.13878], [0.73614, -1.73041, -0.65095], [-0.70685, 0.03571, 1.79607]], "forces_ev_per_angstrom": [[1.2, -0.4, -0.5], [1.4, -3.3, -0.2], [-1.1, 1.6, -0.4], [-2.3, 1.0, 1.4], [0.6, -0.2, 0.1], [-0.3, 0.5, 0.1], [-0.4, 1.6, 1.2], [0.9, -0.7, -1.6]], "nbo_charge": [-0.355, 0.139, -0.071, -0.440, 0.014, 0.207, 0.246, 0.259], "charge": 0, "homo_energy_ev": -9.30, "e_lumo_ev": -1.348, "homo_lumo_gap_ev": 7.96}

{"formula": "C4H3IO3", "method": "ωB97M-V/def2-TZVPD", "species": ["C", "C", "C", "C", "O", "O", "O", "I", "H", "H", "H"], "xyz": [[-0.93673, -0.53857, 1.02294], [-0.02907, -1.34909, 0.48888], [-1.03375, 0.92262, 0.53349], [0.65459, 0.58677, -1.10082], [-1.96187, 1.64863, 0.75963], [0.03359, 1.34006, -0.25170], [1.92899, 0.52456, -1.24450], [0.71737, -3.23661, 0.29672], [-1.62284, -0.77785, 1.78275], [-0.07336, 0.28551, -1.88424], [2.32307, 0.59396, -0.40315]], "forces_ev_per_angstrom": [[1.6, -0.2, -1.1], [0.5, 2.8, -2.1], [-1.8, -1.5, 1.1], [-3.8, -3.7, 0.2], [1.4, -0.4, -0.4], [0.8, 2.2, 1.1], [0.2, 0.4, -1.9], [-0.5, 0.2, 0.4], [-1.0, 0.0, 0.9], [1.6, -0.1, -0.1], [1.2, 0.3, 1.8]], "nbo_charge": [-0.479, -0.387, 0.774, 0.590, -0.518, -0.513, -0.616, 0.237, 0.219, 0.188, 0.505], "charge": 0, "homo_energy_ev": [-7.63, -7.63], "e_lumo_ev": [0.009, 0.007], "homo_lumo_gap_ev": [7.64, 7.64]}

{"formula": "C4H3KO4", "method": "ωB97M-V/def2-TZVPD", "species": ["O", "C", "C", "C", "O", "C", "O", "O", "K", "H", "H", "H"], "xyz": [[-4.09734, 5.58757, 1.43176], [-5.08922, 5.89718, 1.88033], [-1.13051, -0.61780, 1.89564], [-0.07452, 0.21450, 2.49074], [0.23822, 1.16780, 1.74316], [-0.50142, 0.91544, 0.35280], [-1.39736, 0.05451, 0.66030], [-0.48763, 1.81853, -0.39691], [-1.75380, 4.95840, -0.10818], [-2.03514, -0.64085, 2.52639], [-0.78632, -1.64837, 1.70762], [0.21311, 0.24436, 3.54785]], "forces_ev_per_angstrom": [[0.1, -0.1, -0.1], [-0.1, 0.0, 0.1], [0.2, -0.9, -0.1], [-0.8, 1.5, 0.4], [0.9, -1.3, 0.0], [-1.7, 3.9, 0.5], [0.0, -1.8, -0.2], [0.9, -1.5, 0.0], [-0.1, 0.2, -0.1], [0.2, 0.0, -0.2], [-0.2, 0.1, 0.1], [0.4, -0.4, -0.3]], "nbo_charge": [-0.623, 0.626, -0.211, 0.510, -0.359, 0.996, -0.388, -0.443, 0.996, 0.310, 0.309, 0.276], "charge": 2, "homo_energy_ev": -18.97, "e_lumo_ev": -9.654, "homo_lumo_gap_ev": 9.31}

{"formula": "C4H3LiMgNaO2", "method": "ωB97M-V/def2-TZVPD", "species": ["C", "O", "Mg", "Na", "C", "C", "C", "O", "Li", "H", "H", "H"], "xyz": [[2.86138, -0.60331, -0.77800], [3.98528, -0.52108, -0.93755], [6.06968, -0.45135, -1.10906], [-2.76984, -1.49645, 1.18859], [-1.07700, 1.42892, 1.66589], [-1.21790, 0.89024, 0.47449], [-1.25604, 0.15096, -0.62720], [-1.82352, -1.06310, -0.66017], [-1.94732, -2.21342, -2.01231], [-1.82402, 2.11309, 2.08362], [-0.82481, 0.54120, -1.55940], [-0.17589, 1.22430, 2.27111]], "forces_ev_per_angstrom": [[0.7, 0.1, -0.1], [-1.5, -0.1, 0.2], [1.3, 0.0, -0.1], [-0.7, -0.3, 1.1], [-0.2, -0.5, -1.4], [0.4, 1.6, 4.2], [-1.0, -3.1, -2.9], [1.5, 2.9, 0.1], [-0.1, -0.5, -0.8], [0.1, 0.0, -0.1], [-0.2, -0.1, 0.2], [-0.4, 0.1, -0.3]], "nbo_charge": [0.672, -0.665, 0.994, 0.989, -0.375, 0.150, 0.194, -0.808, 0.991, 0.320, 0.229, 0.309], "charge": 3, "homo_energy_ev": [-21.17, -16.66], "e_lumo_ev": [-10.018, -13.454], "homo_lumo_gap_ev": [11.15, 3.20]}

{"formula": "C4H3LiO2Rb", "method": "ωB97M-V/def2-TZVPD", "species": ["O", "C", "C", "Rb", "Li", "H", "C", "C", "O", "H", "H"], "xyz": [[1.03920, -0.13829, -0.49914], [3.19401, -0.50884, 0.36603], [1.94560, -0.38101, 0.27833], [0.27566, 2.96824, -0.81706], [-0.34815, -1.63499, -0.86503], [4.24178, -0.66166, 0.57584], [-2.46554, -0.67268, -0.56203], [-1.98471, 0.18606, 0.14432], [-1.38786, 1.14019, 0.78578], [-3.06009, -1.35000, -1.15753], [-1.44989, 1.05298, 1.75050]], "forces_ev_per_angstrom": [[-1.7, -0.5, 1.0], [0.0, -0.1, 1.5], [2.1, 0.4, -2.5], [0.1, 0.3, -0.1], [-0.1, 0.3, 0.0], [-0.3, -0.1, 0.0], [0.4, 0.2, 0.2], [-0.4, -1.0, -0.7], [0.2, 0.3, 0.2], [0.0, 0.3, 0.3], [-0.2, -0.1, 0.1]], "nbo_charge": [-0.601, -0.060, 0.385, 0.997, 0.969, 0.290, -0.471, 0.330, -0.685, 0.302, 0.543], "charge": 2, "s_squared": 0.759, "homo_energy_ev": [-17.98, -17.58], "spin_multiplicity": 2, "e_lumo_ev": [-7.465, -10.082], "homo_lumo_gap_ev": [10.51, 7.50]}

{"formula": "C4H3LiO2Sc", "method": "ωB97M-V/def2-TZVPD", "species": ["H", "C", "C", "C", "C", "O", "O", "Sc", "H", "H", "Li"], "xyz": [[-2.09653, -0.72037, 1.52115], [1.65220, -0.18132, -0.38835], [0.61326, 0.71154, 0.03643], [-0.60761, 0.21562, 0.25278], [-1.78903, -0.35789, 0.41248], [-2.77364, -0.56999, -0.36934], [2.85342, 0.12545, -0.49273], [4.34656, 1.45856, -0.22987], [1.35774, -1.20722, -0.66497], [0.86379, 1.77189, 0.16440], [-4.42015, -1.24626, -0.24197]], "forces_ev_per_angstrom": [[1.6, 0.9, -1.9], [-0.3, -1.3, -0.4], [-1.0, 0.1, 0.4], [3.2, 1.6, -1.6], [-5.5, -2.7, 3.2], [2.6, 1.0, 0.0], [-0.3, 0.7, 0.3], [0.8, 0.0, -0.2], [0.3, 0.2, 0.1], [-0.4, -0.2, 0.2], [-0.9, -0.3, -0.2]], "nbo_charge": [0.258, 0.510, -0.421, 0.406, 0.156, -0.537, -0.777, 1.903, 0.228, 0.283, 0.992], "charge": 3, "homo_energy_ev": [-21.88, -20.85], "e_lumo_ev": [-13.012, -13.797], "homo_lumo_gap_ev": [8.87, 7.05]}

{"formula": "C4H3LiO6Tb", "method": "ωB97M-V/def2-TZVPD", "species": ["O", "C", "O", "O", "C", "O", "C", "C", "O", "O", "Tb", "Li", "H", "H", "H"], "xyz": [[3.90372, -0.66074, -1.30713], [2.95242, 0.11248, -0.99128], [3.16810, 1.35373, -0.86723], [1.78405, -0.42948, -0.72339], [0.80486, 0.31796, -0.08035], [-1.09904, 0.17315, 1.23248], [-2.35957, -0.33637, 1.45705], [-0.36842, -0.27368, 0.16996], [-2.68278, -1.41452, 0.92231], [-3.15521, 0.45611, 1.99878], [5.63277, 1.09118, -1.66576], [-4.60957, -0.66981, 1.13777], [1.03664, 1.35546, 0.15316], [-0.60858, -1.27590, -0.18782], [-4.39939, 0.20044, -1.24855]], "forces_ev_per_angstrom": [[1.3, 0.1, -0.8], [0.2, 0.5, 0.6], [1.0, 0.6, -0.5], [0.4, -0.2, -0.7], [-1.0, 0.7, 0.1], [0.1, 0.7, -0.3], [-1.1, 0.9, -1.6], [1.1, -1.1, 1.2], [-0.2, -0.5, 0.1], [-0.2, -0.3, 0.5], [-2.9, -1.1, 0.8], [1.1, 0.1, 0.4], [0.2, -0.5, 0.3], [0.0, 0.3, 0.0], [0.0, 0.0, 0.0]], "mulliken_charge": [-0.845, 1.308, -0.811, -0.265, -0.164, -0.275, 0.981, -0.238, -0.791, -0.822, 1.421, 0.827, 0.333, 0.314, 0.026], "charge": 1, "s_squared": 13.021, "homo_energy_ev": [-10.79, -10.79], "spin_multiplicity": 7, "e_lumo_ev": [-4.336, -5.726], "homo_lumo_gap_ev": [6.45, 5.06]}

{"formula": "C4H3N", "method": "ωB97M-V/def2-TZVPD", "species": ["C", "C", "C", "C", "N", "H", "H", "H"], "xyz": [[-0.68778, 1.51336, 0.93660], [-0.26463, 0.67546, 0.09565], [0.00207, -0.44878, -0.71072], [0.11522, -1.75389, -0.15970], [0.20328, -2.83022, 0.27010], [-0.35531, 2.25008, 1.64624], [0.79636, 0.92102, -0.30695], [0.19078, -0.32704, -1.77123]], "forces_ev_per_angstrom": [[-0.1, -0.2, 0.1], [0.3, 0.3, 0.0], [-0.4, -0.7, -0.2], [0.1, -0.6, 0.3], [-0.1, 1.0, -0.4], [0.0, 0.0, -0.2], [0.3, 0.2, 0.2], [-0.1, 0.0, 0.2]], "nbo_charge": [-0.091, -0.347, -0.372, 0.234, -0.294, 0.224, 0.391, 0.255], "charge": 0, "homo_energy_ev": [-8.86, -8.62], "e_lumo_ev": [-1.079, -0.865], "homo_lumo_gap_ev": [7.78, 7.75]}

{"formula": "C4H3N", "method": "ωB97M-V/def2-TZVPD", "species": ["C", "C", "C", "C", "N", "H", "H", "H"], "xyz": [[-1.49361, -0.49814, 0.64825], [0.46416, 0.70658, -1.48007], [0.98768, -0.28963, 0.59933], [-0.34052, -0.60947, 0.93474], [0.95994, 0.52231, -0.44877], [-2.55825, -0.79815, 0.66699], [0.22428, 1.50874, -2.18019], [1.75632, -0.54223, 1.25971]], "forces_ev_per_angstrom": [[-4.9, -1.0, 0.5], [-4.5, 0.3, -5.0], [-3.2, -1.4, 1.0], [3.1, -0.5, -0.1], [5.6, 1.5, 3.4], [1.3, 0.7, -0.3], [1.0, 0.0, 0.1], [1.6, 0.4, 0.3]], "nbo_charge": [-0.189, 0.112, -0.003, -0.121, -0.438, 0.238, 0.189, 0.213], "charge": 0, "s_squared": 2.025, "homo_energy_ev": [-6.21, -10.37], "spin_multiplicity": 3, "e_lumo_ev": [1.178, -1.106], "homo_lumo_gap_ev": [7.39, 9.27]}

{"formula": "C4H3N3", "method": "ωB97M-V/def2-TZVPD", "species": ["N", "C", "C", "C", "N", "C", "N", "H", "H", "H"], "xyz": [[3.34239, -0.05921, -0.00789], [2.15077, -0.41299, -0.06855], [0.76492, -0.36456, 0.07257], [0.11100, 0.84397, 0.00584], [-1.21432, 0.57619, 0.01861], [-1.27844, -0.80323, -0.03537], [-0.09177, -1.33329, 0.11324], [0.45207, 1.94938, 0.29243], [-2.02141, 1.02975, -0.19150], [-2.21521, -1.42601, -0.19939]], "forces_ev_per_angstrom": [[-8.1, -2.8, -0.8], [9.8, 2.8, 1.3], [0.5, 3.0, -0.2], [0.8, 4.7, 1.5], [1.8, -4.2, -0.2], [-1.1, -1.1, 0.7], [-2.4, -3.3, -1.1], [-0.5, -2.8, -1.2], [-2.1, 2.5, -0.5], [1.3, 1.3, 0.5]], "nbo_charge": [-0.296, 0.275, -0.076, -0.020, -0.509, 0.160, -0.408, 0.240, 0.420, 0.215], "charge": 0, "homo_energy_ev": -9.30, "e_lumo_ev": 0.527, "homo_lumo_gap_ev": 9.83}

{"formula": "C4H3N3", "method": "ωB97M-V/def2-TZVPD", "species": ["N", "C", "C", "C", "N", "C", "N", "H", "H", "H"], "xyz": [[-3.01256, 1.06361, -0.25507], [-2.06829, 0.39195, 0.00337], [-0.68457, -0.15201, 0.19170], [-0.61029, -1.46857, -0.07104], [-0.00911, -2.41609, -0.71086], [0.38805, 0.74236, 0.20109], [1.55444, 0.21407, 0.14091], [0.27486, 1.82498, 0.44910], [1.64621, -0.72954, -0.27419], [2.52126, 0.52925, 0.32500]], "forces_ev_per_angstrom": [[2.9, -2.6, 1.0], [-1.1, 2.8, -0.5], [-3.8, 4.5, 0.2], [6.7, -9.8, -6.7], [-5.0, 6.7, 5.6], [-2.4, 0.4, 1.5], [4.9, -2.3, -1.2], [-0.1, -1.1, -0.4], [-0.6, 0.5, 0.6], [-1.5, 0.9, 0.0]], "nbo_charge": [-0.325, 0.279, -0.429, 0.271, -0.330, 0.182, -0.735, 0.241, 0.421, 0.424], "charge": 0, "homo_energy_ev": -9.07, "e_lumo_ev": -0.255, "homo_lumo_gap_ev": 8.82}

{"formula": "C4H3N3", "method": "ωB97M-V/def2-TZVPD", "species": ["N", "C", "C", "N", "C", "C", "N", "H", "H", "H"], "xyz": [[-1.23128, 2.87924, 1.06377], [-0.72917, 1.92369, 0.64841], [-0.14381, 0.69476, 0.17988], [0.75377, 0.58132, -0.71208], [0.92340, -0.86951, -0.82107], [0.14218, -1.58502, 0.23756], [-0.55318, -0.55366, 0.72296], [1.93617, -1.17441, -1.08665], [0.26692, -1.21972, -1.64059], [-1.32206, -0.64767, 1.37345]], "forces_ev_per_angstrom": [[0.5, -1.0, -0.4], [-0.4, 0.9, 0.4], [0.2, -0.1, -0.2], [-0.4, -0.1, 0.2], [0.1, -0.2, -0.1], [-0.1, 0.5, 0.0], [0.0, -0.2, 0.1], [-0.2, 0.0, 0.3], [0.2, 0.1, -0.3], [0.2, 0.1, 0.1]], "nbo_charge": [-0.232, 0.225, 0.249, -0.319, -0.418, 0.125, -0.585, 0.254, 0.277, 0.423], "charge": 0, "homo_energy_ev": -9.60, "e_lumo_ev": -0.271, "homo_lumo_gap_ev": 9.33}